Here is a cluster of 15 separate species, C5H43N2O14 in total from the Open Molecules 2025 dataset. Energies are from the ωB97M-V functional and the def2-TZVPD basis.

Structure (XYZ):
```
64
Properties=species:S:1:pos:R:3:forces:R:3
N -1.823226 0.636163 1.535704 -0.93 0.51 0.44
C -0.597430 -0.263229 1.600805 1.42 0.34 0.58
C 0.132661 -0.524631 0.250211 -1.29 -0.61 1.96
N 0.518288 0.751485 -0.343385 -0.79 0.37 -1.12
C 1.921021 1.116937 -0.467670 2.54 0.22 1.13
C 2.944074 0.624195 0.673284 -3.59 1.70 0.03
C 3.353035 1.739450 1.679746 2.42 -0.23 -1.23
H -1.644015 1.482385 2.079578 -0.28 -0.34 0.26
H -2.179265 1.046038 0.615650 0.69 -0.90 0.47
H -2.695573 0.145195 1.924302 1.91 0.96 -0.38
H 0.223344 0.242603 2.253854 -1.97 -0.94 -0.46
H -1.045182 -1.193446 2.012716 1.45 0.77 -0.25
H 1.012642 -1.185331 0.628852 -1.63 0.66 -1.50
H -0.761523 -1.086169 -0.163668 1.76 0.27 -1.21
H 0.195518 0.901917 -1.321028 -0.24 -0.69 1.11
H 2.065650 2.207418 -0.510631 -0.65 -0.23 0.05
H 2.341365 0.760189 -1.390773 -0.05 -0.47 -0.60
H 3.748820 0.223995 0.118196 1.13 -0.44 -0.02
H 2.357596 -0.176471 1.151865 1.03 0.09 0.31
H 4.218640 1.315942 2.216532 -0.17 0.34 0.04
H 2.710522 2.126295 2.429011 -1.33 -0.26 0.44
H 3.740203 2.680301 1.187131 -0.36 -1.14 0.08
H -1.748339 3.246785 -2.673783 0.87 0.66 -0.38
H -3.110725 2.662809 -3.089567 -0.44 0.13 -0.80
O -2.519322 2.790842 -2.361072 -0.29 -0.87 1.04
H -3.072540 -3.971633 -1.027785 0.85 0.39 1.78
H -2.864834 -4.167562 0.528127 -0.76 -0.75 0.41
O -2.548120 -3.685791 -0.218931 -0.28 0.29 -2.09
H -3.953576 1.304791 -0.774381 0.11 -0.06 0.31
H -2.696640 0.704545 -1.345633 -0.97 -0.11 1.54
O -3.258280 0.675845 -0.520211 0.12 0.23 -2.15
H -2.010636 0.586944 -2.767451 -0.77 -0.81 -0.65
H -1.381101 0.207684 -3.947099 -0.69 -1.01 -0.39
O -2.181680 -0.103880 -3.462605 1.03 2.33 0.45
H -1.300351 -0.971338 4.689491 0.69 1.15 0.61
H -2.064214 -1.788472 3.896501 0.06 1.87 -0.88
O -1.806957 -0.802890 3.893030 -1.26 -2.49 1.24
H -1.497856 3.854067 -0.273887 -2.04 -1.60 3.21
H -2.088191 4.251454 1.173806 -0.21 -0.48 -0.52
O -2.025603 3.466576 0.591166 1.71 2.04 -2.54
H -0.005145 3.978408 1.444299 1.29 -0.10 -0.61
H 0.299385 2.614779 1.004143 0.82 0.35 -0.74
O 0.716145 3.507308 0.954256 -1.65 -0.08 1.16
H 0.020655 -1.850087 -2.045959 -0.03 0.26 -1.44
H -1.121835 -1.797493 -3.079643 0.03 0.12 -0.01
O -0.180157 -1.608220 -2.991455 0.24 -1.24 1.65
H 0.643234 4.534608 -1.916318 -0.82 -0.97 -1.29
H 0.628593 3.643197 -3.219753 0.95 -0.32 -0.56
O 0.069747 4.078304 -2.599301 -0.18 1.18 1.90
H 3.138930 -2.115291 3.069792 -0.47 -0.27 -0.10
H 1.771774 -2.731374 3.547065 -1.11 -0.30 -0.95
O 2.618591 -2.441894 3.812965 1.57 0.62 0.98
H -0.481882 -4.835274 -0.333250 -1.86 -0.52 -0.18
H 0.245838 -4.640808 -1.811348 -0.86 -0.33 1.24
O 0.261819 -4.593058 -0.834004 2.83 0.99 -1.21
H 4.518781 -2.182762 -0.460327 -0.14 0.05 1.61
H 3.945695 -2.889368 -1.417633 -1.19 -1.19 -0.32
O 3.806769 -2.851620 -0.457248 1.30 1.20 -1.26
H 0.835717 -0.411351 -4.102790 -0.45 -0.32 -0.32
H 1.563293 0.992167 -4.159442 -0.02 0.81 -1.05
O 1.486448 0.166065 -3.723325 0.87 -0.09 1.35
H -1.765940 -3.380870 2.414135 0.54 -0.94 -0.03
H -0.521718 -3.839960 3.359044 0.72 -2.10 0.04
O -1.102946 -3.177422 3.076130 -1.20 2.28 -0.16
```
Forces are in eV/Å.

The total charge is +1. The value obtained for the relative energy (zero: lowest compared OMol25 entry of this formula, charge and spin) is 111.2 kcal/mol.

In the Mulliken picture, each atom carries the following charge in e: number 1, N, carries -0.07; number 2, C, carries 0.36; number 3, C, carries -1.07; number 4, N, carries 0.81; number 5, C, carries -0.90; number 6, C, carries 0.13; number 7, C, carries -1.36; number 8, H, carries 0.35; number 9, H, carries 0.29; number 10, H, carries 0.43; number 11, H, carries 0.09; number 12, H, carries -0.15; number 13, H, carries -0.07; number 14, H, carries 0.56; number 15, H, carries -0.12; number 16, H, carries 0.37; number 17, H, carries 0.45; number 18, H, carries 0.33; number 19, H, carries -0.10; number 20, H, carries 0.42; number 21, H, carries 0.32; number 22, H, carries 0.31; number 23, H, carries 0.30; number 24, H, carries 0.31; number 25, O, carries -0.52; number 26, H, carries 0.29; number 27, H, carries 0.28; number 28, O, carries -0.55; number 29, H, carries 0.35; number 30, H, carries 0.01; number 31, O, carries -0.62; number 32, H, carries 0.30; number 33, H, carries 0.33; number 34, O, carries -0.63; number 35, H, carries 0.29; number 36, H, carries 0.30; number 37, O, carries -0.61; number 38, H, carries 0.32; number 39, H, carries 0.29; number 40, O, carries -0.65; number 41, H, carries 0.28; number 42, H, carries 0.27; number 43, O, carries -0.60; number 44, H, carries 0.21; number 45, H, carries 0.35; number 46, O, carries -0.57; number 47, H, carries 0.33; number 48, H, carries 0.28; number 49, O, carries -0.67; number 50, H, carries 0.32; number 51, H, carries 0.28; number 52, O, carries -0.61; number 53, H, carries 0.29; number 54, H, carries 0.31; number 55, O, carries -0.59; number 56, H, carries 0.28; number 57, H, carries 0.30; number 58, O, carries -0.59; number 59, H, carries 0.27; number 60, H, carries 0.27; number 61, O, carries -0.52; number 62, H, carries 0.26; number 63, H, carries 0.26; number 64, O, carries -0.61

=====

Here is a cluster of 19 separate species, C5H46O19 in total from the Open Molecules 2025 dataset. Energies are from the ωB97M-V functional and the def2-TZVPD basis.

Structure (XYZ):
```
70
Properties=species:S:1:pos:R:3:forces:R:3
C 8.859740 -4.694437 22.411857 0.73 -0.17 0.37
C 9.761477 -3.844287 23.366564 3.87 -0.50 -4.91
C 10.542876 -4.682264 24.311923 -1.27 -1.27 2.01
O 10.806833 -3.298918 22.492854 -1.69 0.49 1.10
H 8.103965 -5.187185 22.972155 -1.09 -0.83 0.72
H 9.446002 -5.490018 21.882061 -0.11 0.79 0.62
H 8.341222 -4.140563 21.638212 0.18 0.60 -0.10
H 9.263628 -3.060869 23.886755 -1.16 0.78 0.53
H 10.913618 -4.097546 25.150191 -0.13 0.16 0.14
H 11.414264 -5.188951 23.962253 0.38 0.08 -1.18
H 9.908822 -5.492594 24.709006 -0.12 0.02 0.50
C 10.704081 -4.761916 28.075732 -0.04 0.49 -0.20
C 11.968756 -3.924896 28.099600 0.34 -0.53 -1.79
O 13.093995 -4.694426 28.321749 0.46 0.29 1.28
H 9.844568 -4.100747 28.000641 -0.25 0.15 0.22
H 10.599221 -5.444979 28.904627 -0.07 0.04 0.48
H 10.701159 -5.368522 27.176996 0.13 -0.06 -0.27
H 11.874528 -3.031277 28.719627 0.02 0.06 0.32
H 12.147800 -3.610924 27.051336 -0.96 1.02 0.31
O 8.942013 -1.518475 29.167820 0.61 0.36 -0.89
H 8.242809 -1.196559 29.726904 -0.55 0.05 0.17
H 8.858212 -1.042629 28.316355 0.10 -0.45 0.53
O 15.416329 -5.960054 29.039587 2.13 -0.10 1.35
H 15.276454 -6.884967 28.946554 -0.30 -1.19 0.07
H 14.827145 -5.587213 28.428460 -1.46 1.14 -1.26
O 8.046217 -2.683955 26.406014 -1.22 -0.12 -0.45
H 8.932596 -2.473047 26.114830 1.34 0.44 0.23
H 7.633661 -2.774252 25.537540 -0.39 -0.09 0.12
O 12.768099 -6.303934 30.299841 -0.64 -1.03 2.88
H 12.688540 -5.623133 29.645914 0.45 1.20 -1.87
H 12.618191 -5.778683 31.107832 0.63 -0.15 -0.20
O 13.969794 -0.893606 28.838526 -0.27 -0.20 0.78
H 13.661968 -1.769163 29.126193 0.49 0.31 0.47
H 13.552015 -0.823386 27.987635 -0.09 0.29 -0.89
O 12.613467 -7.091969 27.351867 0.08 -0.75 -0.50
H 12.889950 -6.288020 27.809915 0.65 0.74 0.04
H 11.672929 -6.986988 27.474468 -0.62 -0.63 0.01
O 7.777406 -6.249311 29.728356 -1.41 -0.99 -0.34
H 8.641151 -6.530901 30.014232 1.16 -0.25 0.20
H 7.409372 -6.996841 29.211645 0.38 0.95 0.36
O 10.222821 -6.975364 30.853412 -0.99 -1.00 -0.87
H 9.827490 -6.797330 31.679660 -0.77 0.35 1.49
H 11.075699 -6.561623 30.890597 1.28 0.20 -0.68
O 13.415420 -4.665247 25.294360 0.96 -0.88 -1.34
H 13.250310 -5.580371 24.957910 0.00 1.26 0.88
H 12.970596 -4.561805 26.129296 -0.13 -0.66 0.44
O 8.007125 -5.480144 26.841936 1.39 -0.52 0.20
H 7.738734 -4.576388 26.648080 -0.03 0.21 0.08
H 8.960213 -5.356265 27.117873 -1.83 -0.45 -0.64
O 13.804876 -3.294731 30.596266 0.06 0.62 1.10
H 13.684747 -3.908052 29.876086 -0.32 -0.81 -1.19
H 14.571097 -3.658488 31.040908 0.29 0.09 0.06
O 15.253047 -3.326713 27.550513 0.33 1.17 0.42
H 14.415325 -3.731437 27.853790 -0.17 -0.64 -0.01
H 15.540343 -3.785610 26.776967 0.04 -0.81 -0.70
O 10.474535 -1.629670 26.220145 -1.52 1.51 -0.76
H 11.061193 -2.257895 26.593039 1.45 -0.80 0.18
H 10.774521 -1.371528 25.332611 0.28 -0.55 0.41
O 13.505120 -1.610322 26.184547 -1.45 1.82 -2.34
H 13.610635 -1.629690 25.207109 -0.47 0.11 0.83
H 14.086006 -2.284978 26.438177 1.85 -1.79 1.27
O 9.789660 -7.966446 27.470572 1.89 -0.25 -0.73
H 8.872563 -8.031057 27.626085 -1.63 0.12 0.02
H 9.932696 -8.151957 26.524675 -0.25 0.20 0.56
O 10.353550 -3.465244 30.943435 -0.59 0.68 0.37
H 10.025467 -3.404988 30.024292 0.07 0.24 0.75
H 9.993960 -2.668783 31.406387 0.49 -1.02 -0.93
O 7.114418 -3.764821 29.031246 -1.62 2.54 0.05
H 7.813734 -3.328307 28.559356 0.31 0.44 -0.39
H 7.428842 -4.606523 29.238342 0.80 -2.52 0.49
```
Forces are in eV/Å.

The total charge is -2.

In the Mulliken picture, each atom carries the following charge in e: number 1, C, carries -1.72; number 2, C, carries 0.69; number 3, C, carries -0.03; number 4, O, carries -1.02; number 5, H, carries 0.32; number 6, H, carries 0.32; number 7, H, carries 0.44; number 8, H, carries -0.03; number 9, H, carries -0.28; number 10, H, carries 0.36; number 11, H, carries 0.13; number 12, C, carries 0.13; number 13, C, carries 0.01; number 14, O, carries 1.20; number 15, H, carries 0.40; number 16, H, carries 0.08; number 17, H, carries 0.28; number 18, H, carries 0.47; number 19, H, carries -0.54; number 20, O, carries -0.55; number 21, H, carries 0.24; number 22, H, carries 0.28; number 23, O, carries -0.64; number 24, H, carries 0.32; number 25, H, carries 0.02; number 26, O, carries -0.68; number 27, H, carries 0.37; number 28, H, carries 0.35; number 29, O, carries -0.97; number 30, H, carries 0.02; number 31, H, carries 0.31; number 32, O, carries -0.74; number 33, H, carries 0.35; number 34, H, carries 0.39; number 35, O, carries -0.86; number 36, H, carries 0.00; number 37, H, carries 0.40; number 38, O, carries -0.69; number 39, H, carries 0.31; number 40, H, carries 0.28; number 41, O, carries -0.67; number 42, H, carries 0.28; number 43, H, carries 0.27; number 44, O, carries -0.56; number 45, H, carries 0.27; number 46, H, carries -0.05; number 47, O, carries -0.64; number 48, H, carries 0.46; number 49, H, carries -0.10; number 50, O, carries -0.74; number 51, H, carries 0.42; number 52, H, carries 0.29; number 53, O, carries -0.81; number 54, H, carries -0.02; number 55, H, carries 0.31; number 56, O, carries -0.79; number 57, H, carries 0.05; number 58, H, carries 0.29; number 59, O, carries -0.62; number 60, H, carries 0.31; number 61, H, carries 0.34; number 62, O, carries -0.60; number 63, H, carries 0.26; number 64, H, carries 0.29; number 65, O, carries -0.59; number 66, H, carries 0.24; number 67, H, carries 0.26; number 68, O, carries -0.70; number 69, H, carries 0.32; number 70, H, carries 0.50

=====

The records above give, respectively, E values of -37518.8931; -44833.7232 eV.
The records above give, respectively, orbital gap values of 8.944; 4.969 eV.